# 1
20
Properties=species:S:1:pos:R:3:forces:R:3:nbo_charge:R:1 method="wB97M-V/def2-TZVPD" fmax_ev_per_a=1.04 energy_ha=-328.2780 charge=0 homo_lumo_gap_ha=0.34084
N -1.917532 1.799678 0.381869 0.1 0.2 -0.2 -0.85
H 1.220312 -1.678373 0.708965 0.0 0.2 -0.1 0.19
C 2.894733 -1.693804 -0.619794 0.7 0.1 -0.3 -0.61
H 1.762798 0.845890 -0.885816 0.1 0.2 0.0 0.20
H 3.379136 -1.040286 -1.356246 -0.2 0.0 0.0 0.20
H -2.598765 -0.333235 -0.234110 0.1 0.0 0.0 0.47
H 0.788072 -1.365496 -0.942526 -0.1 0.2 -0.2 0.20
C 0.303232 0.864976 0.665286 0.8 0.1 0.7 -0.27
H 2.861214 -2.679145 -1.096970 -0.2 0.1 0.3 0.21
C 1.544341 -1.138011 -0.195208 0.2 -0.6 0.6 -0.39
H -2.716917 -1.785639 0.257563 0.1 0.0 0.0 0.47
H -0.490643 1.441957 -1.134001 -0.1 0.4 -0.2 0.18
H 2.453897 0.584093 0.713528 -0.1 0.1 0.1 0.20
H -2.485808 2.334221 -0.250786 -0.1 -0.2 0.1 0.39
C 1.589203 0.366755 0.081076 -0.2 -0.4 -0.7 -0.42
C -0.657727 1.409715 -0.064672 -0.2 -0.5 0.1 -0.02
H 0.256996 0.764139 1.748614 -0.5 0.1 -0.1 0.20
O -3.202406 -1.080585 -0.175548 -0.2 0.0 0.0 -0.95
H -2.393820 1.253004 1.076811 0.0 0.2 0.1 0.39
H 3.607103 -1.742640 0.216224 -0.3 -0.1 -0.1 0.20

# 2
20
Properties=species:S:1:pos:R:3:forces:R:3:nbo_charge:R:1 method="wB97M-V/def2-TZVPD" fmax_ev_per_a=0.92 energy_ha=-328.2392 charge=0 homo_lumo_gap_ha=0.38538
H 0.833797 2.193614 0.620187 -0.1 0.1 -0.2 0.18
H -1.600840 1.366636 -1.055407 -0.1 0.0 -0.2 0.20
H -1.891328 -1.950413 -0.134005 -0.4 0.1 -0.2 0.16
H 0.640708 2.517434 -1.124745 0.0 0.0 0.1 0.16
C -1.119756 1.709998 -0.146203 0.4 0.0 0.1 -0.65
H -0.322078 -2.889418 0.071625 0.3 -0.2 0.0 0.13
N -0.659308 -1.254490 1.286212 -0.4 0.7 0.4 -0.38
H 1.089608 0.748563 -2.602357 -0.1 -0.2 0.1 0.16
H 1.100779 -2.318349 1.820943 -0.1 0.2 0.0 0.17
C 0.821743 0.033224 -1.804637 0.6 0.2 -0.1 -0.25
O 1.048608 0.587855 -0.534321 0.1 0.0 0.0 -0.55
H 1.224580 -0.548404 1.591950 0.1 0.0 0.1 0.23
H -1.524127 2.690956 0.101765 0.0 0.0 0.0 0.21
C 0.589433 -1.351755 1.969340 0.4 -0.2 0.0 -0.45
C -0.955070 -2.058887 0.386259 0.0 -0.6 -0.5 -0.06
H -0.203041 -0.286786 -1.935846 -0.4 -0.1 -0.1 0.17
C 0.394233 1.820616 -0.310524 -0.2 0.1 0.1 -0.06
H -1.342719 1.008908 0.654807 -0.1 0.0 0.0 0.24
H 1.475378 -0.837072 -1.878067 -0.1 0.0 -0.1 0.19
H 0.399400 -1.182228 3.023024 0.2 0.0 0.2 0.20

# 3
20
Properties=species:S:1:pos:R:3:forces:R:3:nbo_charge:R:1 method="wB97M-V/def2-TZVPD" fmax_ev_per_a=1.40 energy_ha=-328.2369 charge=0 homo_lumo_gap_ha=0.35033
C 0.056511 -0.695651 -0.736344 -0.5 1.3 0.0 -0.23
C -0.232722 -2.407986 0.915920 0.1 0.7 -0.2 -0.41
H 0.920379 -0.282540 -0.165130 -0.2 -0.1 -0.4 0.16
H 0.741969 -2.543148 -0.826082 -0.5 -0.2 -0.2 0.34
C -0.801567 2.405377 0.420512 0.5 -0.1 0.8 -0.52
H -0.672667 -3.392357 1.051193 0.0 0.0 0.2 0.20
H -0.905918 -0.367118 -2.677246 0.5 0.0 0.3 0.21
H 0.468838 0.728595 -2.399190 0.0 -0.4 0.3 0.21
H 0.756298 -2.351419 1.412841 -0.4 0.0 0.1 0.17
H -0.533796 1.968652 -0.543317 0.0 0.7 0.1 0.21
H -1.793574 2.847534 0.600374 0.4 -0.8 -0.2 0.22
H -0.288484 2.580051 2.479771 0.2 0.3 -0.5 0.16
H -0.885253 -1.627364 1.334413 0.1 -0.5 0.2 0.19
O 1.437674 2.225356 1.327417 -1.1 -0.4 0.5 -0.69
H 1.803337 2.125483 2.221879 -0.1 0.0 -0.5 0.48
H -0.841522 -0.209758 -0.326488 0.3 0.0 0.1 0.19
N -0.129055 -2.105105 -0.509789 1.0 -0.8 -0.5 -0.61
C 0.057756 2.397326 1.451980 0.1 0.4 -0.3 0.14
H 0.735116 -0.996846 -2.807964 -0.1 0.4 0.3 0.20
C 0.106681 -0.299082 -2.224751 -0.3 -0.5 -0.4 -0.62